1.
Computed, not measured: a single C3H2FNO molecule, with wB97M-V/def2-TZVPD.

Atoms and positions in Å:
F: -0.10763 -0.41635 -1.88474
O: -1.10682 0.10195 0.06598
N: -0.62321 0.38619 1.38818
C: 0.00768 -0.09940 -0.61928
C: 0.65901 0.18525 1.38961
C: 1.13338 -0.02658 0.03366
H: 2.09938 -0.47855 -0.40431
H: 1.28588 0.35114 2.29790

Forces on atoms 1 to 2 (eV/Å):
F -0.65 0.04 -0.31
O 1.42 0.64 0.68

Properties
* ΔE to the lowest compared entry with this formula, charge and spin: 134.1 kJ/mol
* calculated total energy: -345.3010 hartree
* E_LUMO: 0.91 eV
* HOMO level: -10.18 eV
* net charge: 0
* SMILES: Fc1ccno1
* Kohn-Sham gap: 0.4073 hartree

Results of the natural (NBO) charge analysis, in e, for atoms 1 through 5:
1 F -0.2829
2 O -0.3006
3 N -0.1237
4 C 0.6853
5 C -0.0054

---

2.
Computed, not measured: a molecular structure, C10H9BrIrNO6S3, with wB97M-V/def2-TZVPD.

Atoms and positions in Å:
Ir: -0.50736 1.21040 -0.70500
Br: 2.35437 -1.11314 -0.45584
S: 0.55610 2.29082 -3.08986
S: -1.22437 -0.67758 -2.33228
S: -1.30770 -0.63722 0.91092
O: 0.53817 1.47711 -4.27653
O: -0.30510 3.53253 2.81128
O: -0.86183 2.34723 -2.46033
O: 1.08525 3.61884 -3.23754
O: -1.03498 2.42541 1.01653
O: 1.26674 1.54346 -1.94347
N: 1.26527 1.05384 0.85246
C: -0.17449 2.71763 1.91587
C: 2.33598 0.29089 0.79855
C: 3.30536 1.40043 2.66354
C: -2.49159 -3.07447 0.75555
C: -2.43711 -3.09145 -2.18706
C: 1.15434 1.96372 1.82137
C: 2.16176 2.17724 2.74632
C: 3.39471 0.42179 1.68738
C: -1.87389 -1.92774 -1.40704
C: -1.90526 -1.91759 -0.00819
H: -3.54095 -3.22567 0.49632
H: -2.81676 -3.88609 -1.55342
H: -3.24691 -2.74828 -2.83075
H: 4.24567 -0.23553 1.61147
H: 4.11328 1.53033 3.37161
H: -1.95879 -4.00099 0.53654
H: -1.66919 -3.50762 -2.83769
H: 2.00698 2.92807 3.50483
H: -2.42768 -2.88637 1.82446

Forces on atoms 1 to 2 (eV/Å):
Ir -0.29 -0.28 -0.09
Br 0.05 0.02 -0.08

Properties
* ΔE to the lowest compared entry with this formula, charge and spin: 0.0 kJ/mol
* calculated total energy: -4765.5990 hartree
* spin multiplicity: 6
* E_LUMO (alpha / beta): 2.44 / 0.75 eV
* HOMO level (alpha / beta): -4.46 / -6.00 eV
* net charge: -1
* Kohn-Sham gap (alpha / beta): 0.2539 / 0.2483 hartree

Results of the natural (NBO) charge analysis, in e, for atoms 1 through 5:
1 Ir 1.4685
2 Br 0.1070
3 S 2.5527
4 S 0.0473
5 S -0.0531

---

3.
Computed, not measured: a molecular structure, C34H33ClI3N6O11RbS, with wB97M-V/def2-TZVPD.

Atoms and positions in Å:
I: -2.87314 -7.62369 1.17893
I: -0.51400 -2.50311 -4.42951
I: 2.35257 -4.85343 0.05793
Rb: 0.30024 0.11409 0.01625
Cl: 4.79275 -4.52765 -4.10135
S: -7.51648 2.92049 0.12610
O: -7.67858 3.84241 1.22385
O: 0.40596 -2.40538 0.45602
O: -8.56609 2.78382 -0.86148
O: 2.51520 1.98493 -2.69675
O: -0.02279 1.17409 2.53262
O: 0.85058 -0.50274 -2.36594
O: 1.26172 2.61273 0.55720
O: -5.24387 5.16638 -3.11509
O: -3.31721 5.56406 -4.02052
O: 0.46526 2.90989 3.89138
O: 0.47806 2.62501 -2.01544
N: -4.45291 2.60354 -2.44105
N: 3.28084 -0.60726 -1.07656
N: -2.25994 -1.57486 2.32460
N: -2.41362 1.74607 -2.67897
N: -2.56089 0.95160 1.05616
N: -4.09486 4.84971 -3.41500
C: 1.63149 2.38742 -1.77295
C: 3.61769 -3.34737 -3.52884
C: -1.75943 -5.87239 0.92899
C: 0.31762 -4.77346 0.50953
C: 1.66472 -1.40216 -2.68307
C: 2.34944 -3.36255 -4.03173
C: -3.89795 1.80749 2.82655
C: -3.64718 3.54914 -3.04792
C: 3.01738 -1.47225 -2.08978
C: -2.38788 -4.63340 1.00589
C: 4.46593 -0.61191 -0.52450
C: -3.64329 1.52961 -2.25362
C: -4.08813 0.24111 -1.65094
C: -3.29549 -0.65556 2.73349
C: -6.01991 3.32238 -0.70577
C: -3.75529 3.09615 2.34740
C: -2.37343 -2.12935 0.96565
C: -2.39974 3.00344 -3.17897
C: -0.39711 -5.94494 0.67091
C: -1.67801 -3.46187 0.84257
C: -5.86045 2.62902 -2.05570
C: -2.97664 3.30614 1.21470
C: -2.40737 2.19969 0.61178
C: 5.25634 -2.36741 -1.92592
C: 5.50365 -1.47142 -0.92900
C: 1.39667 -2.42898 -3.61518
C: 3.98213 -2.40972 -2.53384
C: -7.16984 1.32628 0.80885
C: -8.38826 0.77367 1.53821
C: -0.26134 -3.46842 0.59296
C: 0.59849 2.21280 2.87288
C: 1.72767 2.64416 1.90976
C: 2.27556 2.54504 -0.40561
C: -3.26311 0.75468 2.16297
H: -3.43819 -2.26450 0.74644
H: -4.55622 0.38554 -0.67610
H: -6.86876 0.67999 -0.01643
H: -6.16525 1.58724 -1.99852
H: -3.45314 -4.58013 1.20465
H: -8.66082 1.41199 2.37713
H: -5.21783 3.03746 -0.02171
H: -2.78244 4.29949 0.83235
H: -3.25729 -0.54666 3.82213
H: -1.35075 -1.13938 2.45431
H: -6.01656 4.40696 -0.82008
H: -3.21017 -0.38309 -1.50423
H: -4.26960 -1.11020 2.51032
H: 2.08079 -4.11046 -4.76674
H: 1.97324 1.64205 -3.42745
H: 4.62695 0.07796 0.30061
H: -1.50805 3.46454 -3.56627
H: -1.97056 -1.44023 0.22075
H: -6.31735 1.46611 1.47580
H: 2.07203 3.65049 2.16204
H: -4.78550 -0.28274 -2.30960
H: -9.24361 0.69773 0.86835
H: -1.78106 2.30978 -0.26787
H: 2.94256 1.69201 -0.23930
H: 2.55611 1.93291 2.03402
H: -4.44563 1.61180 3.74153
H: -8.15635 -0.21928 1.92173
H: 6.01818 -3.06295 -2.25247
H: -4.21248 3.93033 2.86636
H: 2.88796 3.45953 -0.42935
H: 0.10221 -6.90110 0.59056
H: 6.46778 -1.42966 -0.43783
H: -6.46573 3.10856 -2.81713

Forces on atoms 1 to 2 (eV/Å):
I -0.05 -0.10 0.01
I -0.12 0.04 -0.03

Properties
* ΔE to the lowest compared entry with this formula, charge and spin: 128.8 kJ/mol
* calculated total energy: -4247.2489 hartree
* E_LUMO: 2.93 eV
* HOMO level: -2.29 eV
* net charge: -2
* Kohn-Sham gap: 0.1916 hartree

Results of the Löwdin charge analysis, in e, for atoms 1 through 5:
1 I 0.7299
2 I 0.8440
3 I 0.9086
4 Rb 1.0660
5 Cl 0.5992